Here is an isolated molecule of C3H7NOS in a non-equilibrium geometry from the OMol25 dataset. Energies are from wB97M-V/def2-TZVPD.

Cartesian coordinates (Å):
C 0.904 0.987 -1.758
C 0.807 -1.180 1.360
C 0.135 1.082 -0.664
N -1.709 -0.132 1.107
O -0.674 -1.480 -0.772
S -0.241 -0.491 0.199
H 1.040 1.904 -2.411
H 1.317 0.055 -2.063
H 1.356 -1.905 0.795
H 1.521 -0.519 1.831
H -0.506 1.939 -0.608
H -1.879 0.720 1.539
H -2.071 -0.979 1.444

Its total charge is 0. Its energy above the lowest of the compared OMol25 structures with the same formula, charge and spin is 123.2 kcal/mol.



Here is an isolated molecule of C3H7NOS in a non-equilibrium geometry from the OMol25 dataset. Energies are from wB97M-V/def2-TZVPD.

Cartesian coordinates (Å):
C -2.235 0.209 0.594
C -1.388 0.015 -0.680
C 0.621 1.227 -0.127
H -3.277 0.028 0.465
H -2.066 1.196 1.085
H -1.902 -0.541 1.356
H -1.600 0.745 -1.455
H -1.596 -0.951 -1.093
H 0.539 -1.195 1.366
H -0.127 2.071 -0.299
N 0.024 0.053 -0.430
O 1.728 1.418 0.271
S 0.878 -1.362 0.043

Its total charge is 0. Its energy above the lowest of the compared OMol25 structures with the same formula, charge and spin is 27.4 kcal/mol.



Here is an isolated molecule of C3H7NOS in a non-equilibrium geometry from the OMol25 dataset. Energies are from wB97M-V/def2-TZVPD.

Cartesian coordinates (Å):
C -0.966 0.068 0.966
C 0.279 0.621 0.233
C 1.913 -0.236 -1.261
H -2.611 -1.072 0.457
H -1.480 -1.011 -0.663
H -0.637 -0.685 1.733
H -1.417 0.912 1.514
H 0.068 1.542 -0.292
H 1.073 0.775 1.017
H 2.011 -1.139 -1.874
N -1.958 -0.461 0.011
O 0.774 -0.368 -0.647
S 2.951 1.054 -1.194

Its total charge is 0. Its energy above the lowest of the compared OMol25 structures with the same formula, charge and spin is 34.3 kcal/mol.